[1]
Below is the molecule C8H7NS in a non-equilibrium geometry, with properties calculated with ωB97M-V/def2-TZVPD.

Structure (XYZ):
```
17
Properties=species:S:1:pos:R:3
S -1.8927 -0.6616 1.5275
C -1.6513 -2.4292 1.5000
C -0.6974 -2.8592 0.5682
C 0.1549 -1.7252 0.1726
C 1.4157 2.0502 -1.3575
C 1.0662 0.7014 -1.0486
C -0.4519 -0.4625 0.4706
C 0.5266 2.8486 -0.6141
C 0.1493 0.6957 -0.1220
N -0.3497 2.0390 0.0345
H -2.2017 -3.0572 2.2199
H -0.4426 -3.9409 0.4046
H 1.0548 -1.8734 -0.3829
H 2.1057 2.4615 -2.1019
H 1.5794 -0.1050 -1.6024
H 0.5987 3.9394 -0.4606
H -0.9642 2.3786 0.7921
```

Results
* LUMO level: 0.62 eV
* Kohn-Sham gap: 8.0 eV
* SMILES: c1c[nH]c(-c2cccs2)c1
* ΔE to the lowest compared entry with this formula, charge and spin: 0.0 kJ/mol



[2]
Below is a cluster of 2 separate species, C6H10NO3S in total in a non-equilibrium geometry, with properties calculated with ωB97M-V/def2-TZVPD.

Structure (XYZ):
```
21
Properties=species:S:1:pos:R:3
C -0.8752 -2.6842 -1.0765
C -1.1120 -1.5374 -0.4750
C -0.4696 0.7068 0.6402
C 1.6541 -0.8546 -1.7706
C 1.3622 -0.7296 -0.2948
C -0.0715 -0.5606 -0.0162
N -1.7614 0.7291 1.1819
O -1.0698 3.9950 2.5725
O 0.2533 1.6845 0.6702
O 1.1238 5.0046 2.7266
S 0.0693 4.4367 1.8536
H -1.4118 -3.2232 -1.8200
H 0.0680 -3.2130 -0.9344
H -2.1635 -1.0441 -0.4967
H 2.5818 -1.1976 -2.1519
H 0.9480 -1.5927 -2.1681
H 1.3000 0.2470 -2.0471
H 1.8751 -1.5546 0.3064
H 1.8977 0.2085 0.1620
H -2.3315 -0.1161 1.1225
H -1.8672 1.2954 2.0155
```

Results
* LUMO level: 2.04 eV
* Kohn-Sham gap: 4.1 eV
* ΔE to the lowest compared entry with this formula, charge and spin: 129.3 kJ/mol
* net charge: -1



[3]
Below is a structure of composition C34H39AsBMnN6O3SSe2 in a non-equilibrium geometry, with properties calculated with ωB97M-V/def2-TZVPD.

Structure (XYZ):
```
88
Properties=species:S:1:pos:R:3
Mn 2.1771 -1.1168 -0.0694
C 6.2775 0.1291 1.3974
C 5.4357 -0.7846 0.7335
N 4.1590 -0.3825 0.8031
N 4.1886 0.7706 1.4931
C 5.4167 1.1150 1.7843
B 2.9103 1.6488 1.6847
N 2.2739 1.9644 0.2579
C 1.6641 3.0791 -0.1672
C 0.9915 2.7924 -1.3761
C 1.2408 1.4201 -1.5862
N 2.0092 0.9502 -0.6213
N 1.8840 0.8761 2.5377
C 1.1657 1.2279 3.6164
C 0.4137 0.1204 4.0065
C 0.7871 -0.9139 3.1487
N 1.6604 -0.4070 2.2401
H 7.2982 0.0889 1.6891
H 5.7606 -1.5957 0.1276
H 5.6805 2.0001 2.2783
H 3.2303 2.6786 2.2995
H 1.6897 4.0044 0.3890
H 0.4173 3.5149 -1.9809
H 0.8821 0.7986 -2.3845
H 1.1739 2.2529 4.0137
H -0.3018 0.0652 4.7733
H 0.5102 -1.9787 3.1094
O 0.0885 -4.6147 2.4011
C -0.1365 -5.3870 1.2214
C -0.1349 -4.5207 -0.0924
C -1.0677 -5.1904 -1.1393
O -0.7132 -6.4761 -1.5616
C -0.8377 -3.1731 0.2516
Se -0.5204 -1.6360 -0.9826
C 1.2858 -4.3807 -0.6869
Se 2.6141 -3.4910 0.4704
H 1.0019 -4.3196 2.4517
H -1.1334 -5.7768 1.2552
H 0.5526 -6.2019 1.2035
H -1.1241 -4.5199 -2.0512
H -2.0854 -5.2380 -0.6729
H 0.1947 -6.3921 -1.8729
H -0.5434 -2.9051 1.2306
H -1.9066 -3.3496 0.3324
H 1.2317 -3.7595 -1.5898
H 1.7209 -5.3586 -0.8938
C -5.8235 -0.5597 2.0422
C -5.1603 -1.0495 0.9677
C -3.9409 -0.4518 0.6177
C -3.4142 0.6269 1.3238
C -4.0966 1.0938 2.4476
C -5.3018 0.5101 2.8102
As -1.5912 1.2862 0.7528
C -1.7561 3.2045 1.1612
C -1.3987 3.8246 2.3670
C -1.3009 5.2071 2.4977
C -1.5757 5.9718 1.3427
C -1.9099 5.3580 0.1411
C -2.0474 3.9675 0.0429
C -2.3105 3.2415 -1.1989
C -2.6681 3.7152 -2.4144
C -2.8155 2.8922 -3.5036
C -2.5826 1.5474 -3.3532
C -2.2699 0.9956 -2.1196
C -2.1055 1.8387 -1.0254
H -6.7364 -1.0237 2.3730
H -5.5132 -1.8629 0.3842
H -3.4530 -0.8035 -0.2290
H -3.7130 1.9416 2.9882
H -5.8306 0.8551 3.7021
H -1.2166 3.1842 3.1902
H -0.9202 5.6448 3.3807
H -1.4478 7.0599 1.4036
H -2.0938 5.9835 -0.7869
H -2.6991 4.7845 -2.6252
H -2.9438 3.2788 -4.4986
H -2.7168 0.8752 -4.1756
H -2.1318 -0.0438 -1.9728
C 1.3532 -1.6328 -3.9528
S 3.1518 -1.7947 -3.5872
C 3.6850 -0.4668 -4.7784
O 3.3836 -1.2897 -2.1958
H 1.1455 -0.5728 -4.1313
H 0.7636 -2.0039 -3.1131
H 1.1867 -2.2319 -4.8748
H 3.0350 -0.5986 -5.6592
H 4.7421 -0.6365 -4.9278
H 3.5561 0.5066 -4.2853
```

Results
* LUMO level (spin up / spin down): 2.18 / 2.18 eV
* Kohn-Sham gap (spin up / spin down): 5.9 / 6.4 eV
* ΔE to the lowest compared entry with this formula, charge and spin: 0.0 kJ/mol
* multiplicity: 6
* ⟨S²⟩: 8.75
* net charge: -1



[4]
Below is a structure of composition C43H32GeN4PdSe in a non-equilibrium geometry, with properties calculated with ωB97M-V/def2-TZVPD.

Structure (XYZ):
```
82
Properties=species:S:1:pos:R:3
Pd -0.2163 -0.5731 0.2990
Se -6.4440 0.5880 -4.2596
N -5.7634 -0.8710 -3.5061
C -4.7426 -0.4783 -2.7940
C -3.9112 -1.3912 -2.0050
C -4.1727 -2.7628 -1.9281
C -3.3582 -3.5598 -1.1603
C -2.2912 -2.9643 -0.4924
N -2.0335 -1.6675 -0.5655
C -2.8315 -0.8795 -1.3014
C -2.5142 0.5808 -1.3358
N -1.4390 1.0166 -0.6554
C -1.1286 2.3036 -0.6720
C -1.8833 3.2467 -1.3637
C -2.9832 2.8172 -2.0629
C -3.3096 1.4575 -2.0568
C -4.4534 0.9303 -2.8083
N -5.2431 1.6771 -3.5305
H -5.0137 -3.1677 -2.4761
H -3.5279 -4.6234 -1.0699
H -1.6255 -3.5544 0.1264
H -0.2351 2.5861 -0.1295
H -1.5915 4.2874 -1.3498
H -3.6041 3.5030 -2.6250
C -2.0173 1.5930 6.7173
C -2.0396 2.5935 5.7573
C -1.6414 2.3146 4.4577
C -1.2015 1.0404 4.1045
C -1.1981 0.0374 5.0732
C -1.6001 0.3141 6.3698
C -0.7799 0.8042 2.7038
C -0.0010 -0.1690 2.2555
C 0.9110 -1.1071 2.9301
C 1.7510 -0.6475 3.9451
C 2.6564 -1.5045 4.5494
C 2.7542 -2.8269 4.1332
C 1.9281 -3.2956 3.1195
C 1.0039 -2.4419 2.5360
H -2.3355 1.8041 7.7299
H -2.3709 3.5904 6.0180
H -1.6621 3.0974 3.7072
H -0.8937 -0.9674 4.8091
H -1.5933 -0.4734 7.1124
H -1.1868 1.5070 1.9834
H 1.6883 0.3896 4.2517
H 3.2961 -1.1376 5.3421
H 3.4680 -3.4921 4.6018
H 2.0005 -4.3233 2.7878
H 0.3364 -2.8199 1.7681
C 3.3690 0.2951 1.2572
Ge 2.0723 0.0087 -0.1427
C 2.6214 -1.5823 -1.1374
C 1.7784 -2.6441 -1.4755
C 2.2547 -3.7407 -2.1822
C 3.5874 -3.7873 -2.5688
C 4.4368 -2.7388 -2.2450
C 3.9591 -1.6484 -1.5290
C 2.0186 1.5555 -1.3202
C 2.7284 2.6716 -0.9600
C 2.7755 3.8180 -1.7924
C 2.0941 3.8306 -2.9701
C 1.3371 2.7025 -3.3850
C 0.6150 2.7124 -4.6080
C -0.1194 1.6323 -4.9979
C -0.1557 0.4758 -4.1841
C 0.5387 0.4405 -3.0115
C 1.3008 1.5529 -2.5611
H 4.3391 0.4817 0.7925
H 3.4415 -0.5964 1.8755
H 3.1081 1.1434 1.8894
H 0.7294 -2.6257 -1.1933
H 1.5886 -4.5568 -2.4337
H 3.9642 -4.6396 -3.1192
H 5.4748 -2.7685 -2.5512
H 4.6416 -0.8419 -1.2818
H 3.2662 2.6938 -0.0187
H 3.3555 4.6790 -1.4863
H 2.1195 4.7044 -3.6113
H 0.6679 3.5956 -5.2343
H -0.6608 1.6492 -5.9348
H -0.7267 -0.3880 -4.5039
H 0.5232 -0.4652 -2.4162
```

Results
* LUMO level (spin up / spin down): -3.56 / -3.90 eV
* Kohn-Sham gap (spin up / spin down): 6.7 / 6.5 eV
* ΔE to the lowest compared entry with this formula, charge and spin: 0.0 kJ/mol
* multiplicity: 2
* ⟨S²⟩: 0.75
* net charge: +1



[5]
Below is a structure of composition C30H75KO20P5 in a non-equilibrium geometry, with properties calculated with ωB97M-V/def2-TZVPD.

Structure (XYZ):
```
131
Properties=species:S:1:pos:R:3
K 0.2361 -0.1437 -0.2773
C 1.8578 -3.9840 5.5604
C 0.6484 -3.0754 5.4496
O 0.6773 -2.4874 4.1688
P -0.5344 -1.6699 3.5729
O -0.2782 -0.9218 2.3209
O -1.1637 -0.8788 4.8149
C -1.7713 0.4001 4.8608
C -0.7985 1.4732 4.3150
O -1.6137 -2.9275 3.3902
C -2.9831 -2.6944 3.0614
C -3.0773 -3.3714 1.7795
H 2.6482 -3.5435 4.9528
H 2.2446 -4.0337 6.5782
H 1.4820 -4.9718 5.2938
H -0.2277 -3.7141 5.5611
H 0.7013 -2.2671 6.1790
H -2.6071 0.4486 4.1629
H -2.1446 0.7800 5.8118
H -1.3708 2.4008 4.3027
H 0.0786 1.5627 4.9559
H -0.3368 1.3002 3.3430
H -3.6897 -3.2001 3.7194
H -3.3943 -1.6852 3.0392
H -3.9276 -3.2103 1.1168
H -2.1876 -3.2634 1.1592
H -3.0612 -4.4318 2.0311
C 3.4310 0.3200 2.2668
C 3.3146 -1.1998 2.6697
O 3.9785 -2.0666 1.8057
P 3.7055 -2.1758 0.1926
O 2.6162 -1.2575 -0.3062
O 5.1865 -1.8990 -0.5037
C 5.5432 -0.5818 -0.7628
C 6.7129 -0.6634 -1.7489
O 3.4032 -3.7732 -0.0050
C 2.3353 -4.4407 0.6786
C 1.1453 -4.6960 -0.3421
H 2.9573 0.8336 3.1034
H 4.4771 0.6257 2.2497
H 3.0369 0.6614 1.3096
H 3.5567 -1.4053 3.7124
H 2.2545 -1.4527 2.6505
H 4.7108 0.0005 -1.1581
H 5.8604 -0.0919 0.1578
H 6.3649 -1.1900 -2.6376
H 7.0656 0.3153 -2.0742
H 7.4995 -1.2665 -1.2955
H 2.7406 -5.2914 1.2263
H 1.8985 -3.8921 1.5131
H 0.9457 -3.8160 -0.9536
H 1.5314 -5.4422 -1.0365
H 0.3024 -5.2254 0.1021
C 0.2645 -6.6597 -3.9872
C -0.7413 -5.4602 -3.9508
O -0.5159 -4.4672 -2.9916
P -1.5094 -3.1770 -2.7482
O -1.2371 -2.3502 -1.5569
O -1.3003 -2.3195 -4.1438
C -2.3220 -1.4471 -4.6452
C -2.3988 -0.1690 -3.8875
O -2.9814 -3.8309 -2.9035
C -3.9281 -3.6144 -1.8614
C -5.0217 -4.7134 -1.9086
H -0.0308 -7.3398 -4.7862
H 1.2401 -6.2498 -4.2485
H 0.1501 -7.2546 -3.0810
H -0.6939 -5.0017 -4.9386
H -1.7599 -5.8371 -4.0431
H -2.1043 -1.1908 -5.6820
H -3.3091 -1.9075 -4.6880
H -1.4340 0.1379 -3.4835
H -2.6981 0.6314 -4.5641
H -3.0814 -0.3272 -3.0526
H -3.4830 -3.9346 -0.9194
H -4.4243 -2.6440 -1.8515
H -5.7205 -4.6867 -1.0725
H -5.5490 -4.5433 -2.8473
H -4.7561 -5.7683 -1.9768
C -2.4860 4.1393 -4.3135
C -1.9767 3.3187 -3.1328
O -2.9466 3.1461 -2.1799
P -2.7887 2.6699 -0.6392
O -1.8285 1.5620 -0.4057
O -4.2917 2.3385 -0.2916
C -4.8659 1.0259 -0.4886
C -4.5570 0.0420 0.6548
O -2.4785 4.1352 0.0934
C -2.4424 4.2086 1.5323
C -1.8116 5.5483 2.1227
H -1.7496 4.4562 -5.0520
H -3.2637 3.6497 -4.8997
H -2.8727 5.0254 -3.8101
H -1.6462 2.3287 -3.4468
H -1.0839 3.7544 -2.6843
H -5.9519 1.0694 -0.5711
H -4.6212 0.6164 -1.4686
H -4.9503 0.3422 1.6260
H -4.9838 -0.9434 0.4680
H -3.4902 -0.1368 0.7886
H -3.4719 4.0377 1.8470
H -1.8927 3.3239 1.8534
H -1.7363 5.5908 3.2093
H -0.7973 5.5368 1.7238
H -2.3377 6.4148 1.7220
C 3.9334 3.7767 -3.2120
C 3.9001 2.8138 -2.0356
O 3.6462 3.6100 -0.8651
P 2.1768 3.6768 -0.2559
O 1.4666 2.3756 -0.0535
O 1.4359 4.7551 -1.1847
C 1.8490 6.1035 -1.1903
C 1.2935 6.8113 -2.4369
O 2.4783 4.4962 1.1045
C 2.8147 3.8798 2.3318
C 1.5293 3.6037 3.0744
H 4.6749 4.5726 -3.1426
H 4.2043 3.2688 -4.1376
H 2.9881 4.2702 -3.4379
H 3.1742 2.0116 -2.1687
H 4.8726 2.3294 -1.9476
H 1.5173 6.5264 -0.2420
H 2.9345 6.0335 -1.2600
H 0.2251 6.6094 -2.5136
H 1.3384 7.8992 -2.3877
H 1.7893 6.6348 -3.3914
H 3.4234 2.9843 2.2072
H 3.4149 4.4960 3.0012
H 1.7752 3.0515 3.9814
H 0.9685 4.5278 3.2146
H 0.8633 2.9859 2.4721
```

Results
* LUMO level: -1.44 eV
* Kohn-Sham gap: 11.0 eV
* ΔE to the lowest compared entry with this formula, charge and spin: 405.4 kJ/mol
* net charge: +1



[6]
Below is a structure of composition C16H12CuF16N2O20S4 in a non-equilibrium geometry, with properties calculated with ωB97M-V/def2-TZVPD.

Structure (XYZ):
```
71
Properties=species:S:1:pos:R:3
Cu -9.9058 2.4930 10.4362
C -12.7218 5.8795 10.1470
F -13.4635 5.0406 9.3582
F -11.8067 6.5994 9.4410
F -13.6289 6.7163 10.6531
S -11.8620 4.8641 11.6642
O -12.0402 5.7164 12.8214
O -12.5239 3.5556 11.7862
N -10.2317 4.4886 11.0115
S -9.4574 5.8726 11.1123
O -8.5293 5.8910 9.9634
O -10.1608 7.1519 11.3257
C -8.3788 5.5020 12.7904
F -9.0198 5.8206 13.9150
F -8.0187 4.2364 12.9190
F -7.2871 6.1509 12.8407
C -8.6323 -1.8689 10.5563
F -7.4491 -2.3503 10.7639
F -9.4681 -2.8593 10.2262
F -9.1460 -1.3560 11.7291
S -8.6142 -0.4883 9.1620
O -7.2944 0.0741 9.4333
O -8.7514 -1.2707 7.8917
N -9.9517 0.5317 9.6267
S -11.1179 -0.0508 8.7322
O -11.1584 0.3963 7.3411
O -11.3822 -1.4828 8.9349
C -12.7328 0.8314 9.5035
F -13.7819 0.3858 8.8154
F -12.8748 0.3796 10.7046
F -12.5502 2.1412 9.5544
C -11.5530 -0.1781 15.1875
C -12.8055 0.3301 14.5996
O -12.3617 1.3926 13.8282
C -11.1666 0.9853 13.3343
O -10.7283 1.5121 12.3318
O -10.6510 -0.0011 14.1581
F -13.5376 0.7509 15.6208
H -11.7179 -1.1984 15.5338
H -11.2077 0.2383 16.1338
H -13.4051 -0.3629 14.0095
C -5.0277 0.2658 12.8776
C -6.0734 -0.5576 13.6833
O -7.1937 0.3704 13.6643
C -7.1275 1.0527 12.5635
O -8.1207 1.5702 11.9830
O -5.8445 1.0064 12.0340
F -5.6500 -0.6543 14.9136
H -4.4226 -0.4095 12.2727
H -4.4226 0.9409 13.4828
H -6.3685 -1.5273 13.2827
C -4.5531 4.2345 10.0944
C -4.3874 2.8261 9.5234
O -5.6506 2.6145 8.9305
C -6.6029 3.2572 9.6225
O -7.8105 3.0569 9.5050
O -5.9748 4.2630 10.3633
F -3.9608 1.9545 10.5000
H -4.2514 5.0008 9.3803
H -4.1839 4.4265 11.1018
H -3.5684 2.8961 8.8076
C -11.1478 3.6003 4.8025
C -9.8504 4.2882 5.0248
O -9.5257 3.9388 6.3656
C -10.5922 3.5580 6.9269
O -10.6355 3.1811 8.1763
O -11.5939 3.4878 6.1385
F -9.9860 5.5930 4.9021
H -11.0868 2.7029 4.1869
H -11.8237 4.3108 4.3267
H -9.0357 3.9389 4.3905
```

Results
* LUMO level (spin up / spin down): 2.21 / 1.25 eV
* Kohn-Sham gap (spin up / spin down): 2.3 / 7.9 eV
* multiplicity: 3
* ⟨S²⟩: 2.01
* net charge: -1



Respective DFT total energy values: -761.9320, -913.2552, -10486.0983, -6482.8471, -4999.9164, -7062.0841 Ha.